Entry 1:
A cluster of 13 separate species, C64H108BN18O14 in total at a distorted geometry, computed with wB97M-V/def2-TZVPD.

Structure (ORCA input):
```
! wB97M-V def2-TZVPD RIJCOSX def2/J DEFGRID3
* xyz 5 1
O 2.576 2.445 -0.535
C 1.553 2.145 0.003
O 1.121 0.887 0.029
B -0.300 0.826 0.457
O -0.593 2.204 0.882
C 0.401 3.013 0.536
O 0.366 4.210 0.632
O -0.655 -0.118 1.517
C -1.649 -0.902 1.113
O -2.199 -1.715 1.785
C -2.012 -0.465 -0.349
O -1.172 0.460 -0.677
O -2.936 -0.830 -1.007
C -3.807 2.984 -1.416
C -4.591 3.582 -0.253
N -4.054 3.280 1.080
C -3.852 2.047 1.651
C -3.234 2.258 2.810
N -2.893 3.583 2.909
C -3.492 4.186 1.883
C -2.014 4.251 3.839
H -3.091 3.692 -1.831
H -4.404 2.522 -2.194
H -3.093 2.257 -1.005
H -5.630 3.246 -0.237
H -4.686 4.660 -0.334
H -4.112 1.172 1.079
H -2.697 1.617 3.492
H -3.462 5.257 1.624
H -0.995 3.910 3.678
H -2.390 4.142 4.860
H -2.081 5.337 3.768
C 4.337 -0.837 -1.431
C 3.257 -1.829 -1.843
N 3.782 -3.129 -2.195
C 4.098 -3.609 -3.437
C 4.680 -4.816 -3.277
N 4.770 -5.023 -1.924
C 4.213 -4.007 -1.285
C 5.363 -6.199 -1.298
H 4.976 -1.133 -0.597
H 3.880 0.128 -1.210
H 5.030 -0.732 -2.274
H 2.717 -1.462 -2.715
H 2.475 -1.930 -1.091
H 3.889 -3.044 -4.328
H 5.099 -5.494 -3.999
H 4.012 -3.929 -0.223
H 6.264 -6.512 -1.817
H 4.653 -7.025 -1.363
H 5.536 -6.019 -0.241
C -4.367 -0.294 -4.083
C -5.336 -0.879 -3.039
N -6.704 -0.604 -3.471
C -7.351 -1.196 -4.517
C -8.617 -0.729 -4.565
N -8.717 0.222 -3.581
C -7.568 0.257 -2.934
C -9.900 1.057 -3.302
H -4.472 -0.791 -5.044
H -3.361 -0.453 -3.693
H -4.488 0.781 -4.203
H -5.169 -0.452 -2.053
H -5.128 -1.941 -2.945
H -6.880 -1.910 -5.171
H -9.405 -0.934 -5.269
H -7.340 0.884 -2.090
H -10.820 0.490 -3.252
H -9.898 1.879 -4.015
H -9.649 1.510 -2.342
C -5.440 0.438 4.984
C -4.388 -0.368 5.759
N -3.098 0.305 5.913
C -2.886 1.386 6.747
C -1.539 1.469 6.879
N -0.959 0.522 6.072
C -1.933 -0.048 5.363
C 0.497 0.406 5.888
H -5.817 1.287 5.547
H -6.284 -0.230 4.789
H -5.109 0.662 3.970
H -4.252 -1.293 5.202
H -4.851 -0.603 6.714
H -3.661 1.960 7.224
H -0.888 2.110 7.450
H -1.886 -0.869 4.664
H 0.750 -0.644 5.985
H 0.994 1.029 6.624
H 0.784 0.801 4.916
C -6.013 -5.154 3.074
C -4.597 -4.623 2.892
N -4.230 -4.464 1.467
C -4.673 -3.503 0.582
C -4.220 -3.834 -0.634
N -3.403 -4.957 -0.510
C -3.534 -5.332 0.750
C -2.776 -5.708 -1.609
H -6.036 -6.191 3.384
H -6.680 -4.852 2.268
H -6.431 -4.559 3.895
H -3.888 -5.290 3.381
H -4.365 -3.640 3.303
H -5.165 -2.603 0.903
H -4.162 -3.349 -1.592
H -3.256 -6.325 1.057
H -3.171 -6.716 -1.539
H -1.690 -5.645 -1.501
H -2.913 -5.124 -2.517
C 0.159 -4.138 0.532
C 0.882 -5.273 1.241
N 0.107 -6.507 1.284
C -0.924 -6.810 2.125
C -1.389 -8.030 1.761
N -0.596 -8.475 0.754
C 0.261 -7.511 0.408
C -0.718 -9.846 0.232
H -0.867 -3.956 0.861
H 0.105 -4.335 -0.547
H 0.713 -3.203 0.600
H 1.075 -4.929 2.258
H 1.869 -5.420 0.813
H -1.230 -6.147 2.914
H -2.092 -8.677 2.261
H 0.960 -7.631 -0.402
H -1.648 -9.945 -0.312
H -0.577 -10.575 1.030
H 0.180 -10.069 -0.345
C -0.486 3.304 -3.744
C -0.118 1.879 -3.320
N 1.248 1.545 -3.715
C 1.554 0.364 -4.363
C 2.779 0.508 -4.877
N 3.304 1.701 -4.399
C 2.360 2.259 -3.627
C 4.596 2.314 -4.611
H -0.219 3.613 -4.756
H -0.266 4.131 -3.069
H -1.578 3.309 -3.838
H -0.802 1.247 -3.880
H -0.276 1.707 -2.260
H 0.746 -0.344 -4.496
H 3.485 -0.191 -5.293
H 2.429 3.157 -3.039
H 5.156 2.297 -3.673
H 4.548 3.347 -4.945
H 5.185 1.730 -5.314
C 6.805 8.660 -0.277
C 5.900 8.011 -1.333
N 4.628 7.503 -0.797
C 3.964 6.404 -1.313
C 2.833 6.269 -0.594
N 2.781 7.268 0.345
C 3.876 7.997 0.173
C 1.789 7.424 1.411
H 7.859 8.502 -0.500
H 6.696 8.275 0.737
H 6.686 9.743 -0.286
H 6.383 7.074 -1.613
H 5.701 8.626 -2.206
H 4.324 5.855 -2.163
H 1.921 5.717 -0.765
H 4.177 8.877 0.721
H 1.246 6.495 1.543
H 1.126 8.224 1.069
H 2.297 7.759 2.311
C 5.709 2.170 2.508
C 5.586 0.792 1.863
N 6.898 0.278 1.471
C 7.890 -0.245 2.256
C 8.966 -0.485 1.470
N 8.624 -0.064 0.207
C 7.391 0.427 0.247
C 9.583 -0.008 -0.899
H 6.465 2.797 2.028
H 6.141 1.958 3.489
H 4.803 2.763 2.575
H 4.918 0.731 1.003
H 5.126 0.053 2.524
H 7.652 -0.470 3.282
H 9.846 -1.071 1.668
H 6.960 0.995 -0.559
H 10.241 -0.873 -0.828
H 10.250 0.835 -0.722
H 9.081 0.005 -1.858
C 2.213 -1.220 2.746
C 3.193 -2.265 2.187
O 2.642 -3.232 1.590
O 4.411 -2.036 2.267
H 1.316 -1.764 3.070
H 2.012 -0.496 1.962
H 2.465 -0.797 3.724
C -1.562 6.215 -1.141
C -2.817 7.019 -0.844
O -3.196 7.802 -1.725
O -3.322 6.896 0.327
H -1.672 5.126 -1.021
H -0.754 6.439 -0.439
H -1.261 6.305 -2.188
C -0.875 -2.346 -2.499
C 0.118 -3.019 -3.393
O 1.055 -2.319 -3.874
O -0.122 -4.176 -3.790
H -1.471 -3.070 -1.926
H -1.657 -1.908 -3.121
H -0.379 -1.715 -1.764
*
```

Results
LUMO level (eV): -8.725
Frontier orbital gap (eV): 5.427
Max |F| (eV/A): 3.0

---

Entry 2:
A cluster of 5 separate species, C8H27O5 in total at a distorted geometry, computed with wB97M-V/def2-TZVPD.

Structure (ORCA input):
```
! wB97M-V def2-TZVPD RIJCOSX def2/J DEFGRID3
* xyz 1 1
O 1.663 -0.008 1.370
H 1.624 -0.903 1.025
H 1.357 0.681 0.776
H 1.265 0.044 2.243
C -2.416 4.825 0.734
C -1.302 4.224 -0.146
C 0.079 4.685 0.224
O -1.284 2.850 0.215
H -3.419 4.407 0.818
H -2.676 5.836 0.421
H -2.053 4.833 1.761
H -1.587 4.199 -1.198
H 0.295 5.746 0.102
H 0.835 4.227 -0.415
H 0.413 4.411 1.225
H -2.158 2.576 -0.071
C 0.212 -5.837 -1.676
C -0.003 -4.409 -1.261
C -1.473 -4.034 -0.801
O 0.908 -4.182 -0.172
H 1.231 -5.999 -2.025
H -0.494 -5.973 -2.496
H 0.013 -6.529 -0.857
H 0.238 -3.753 -2.097
H -1.530 -2.946 -0.771
H -1.666 -4.304 0.237
H -2.261 -4.332 -1.492
H 1.159 -5.022 0.220
C -1.731 0.850 5.211
O -0.422 0.496 5.235
H -1.831 1.705 4.543
H -2.291 0.057 4.715
H -2.124 1.111 6.194
H -0.342 -0.145 5.945
C 3.443 0.076 -4.967
O 3.470 0.115 -3.541
H 4.046 0.904 -5.339
H 4.015 -0.787 -5.309
H 2.447 0.078 -5.408
H 4.350 0.226 -3.174
*
```

Results
LUMO level (eV): -4.403
Frontier orbital gap (eV): 8.092
Max |F| (eV/A): 2.8
ΔE to the lowest compared entry with this formula, charge and spin (kJ/mol): 364.6

---

Entry 3:
A cluster of 7 separate species, C30H50N3O18 in total at a distorted geometry, computed with wB97M-V/def2-TZVPD.

Structure (ORCA input):
```
! wB97M-V def2-TZVPD RIJCOSX def2/J DEFGRID3
* xyz -1 1
C 1.196 1.736 5.019
C -0.099 2.602 4.509
C -1.447 1.721 4.197
C -1.646 1.365 2.576
C -0.803 0.038 2.096
N -0.232 0.140 0.693
C 0.784 1.291 0.587
N 1.749 1.499 1.545
N 0.627 2.162 -0.673
H 0.914 0.663 5.394
H 2.075 1.728 4.242
H -0.379 3.349 5.387
H 0.180 3.244 3.571
H -1.584 0.772 4.882
H -2.371 2.432 4.456
H -2.797 1.087 2.438
H -1.479 2.315 1.887
H -1.554 -0.889 2.071
H 0.049 -0.222 2.878
H 0.285 -0.761 0.500
H 2.333 2.321 1.271
H 1.052 1.551 -1.433
H 1.253 2.995 -0.631
C -1.204 4.345 -4.882
C 0.039 4.590 -4.051
C 1.226 5.020 -4.858
O 2.309 4.603 -4.045
C 1.859 3.526 -3.332
O 2.570 2.787 -2.676
O 0.503 3.388 -3.458
H -1.001 3.647 -5.702
H -1.990 3.889 -4.270
H -1.584 5.280 -5.305
H -0.181 5.299 -3.244
H 1.254 6.101 -5.021
H 1.306 4.509 -5.824
C -3.768 -2.967 -0.036
C -4.298 -1.728 -0.729
C -3.695 -0.453 -0.223
O -4.702 0.496 -0.526
C -5.888 -0.185 -0.504
O -6.986 0.340 -0.526
O -5.675 -1.536 -0.450
H -3.860 -2.883 1.052
H -4.347 -3.848 -0.331
H -2.716 -3.136 -0.285
H -4.186 -1.827 -1.815
H -2.758 -0.202 -0.729
H -3.531 -0.446 0.860
C 5.073 -0.676 -2.056
C 5.204 -0.643 -3.564
C 3.904 -0.417 -4.275
O 4.146 -1.008 -5.539
C 5.070 -1.995 -5.328
O 5.373 -2.843 -6.148
O 5.604 -1.905 -4.071
H 4.312 -1.398 -1.740
H 6.015 -0.995 -1.597
H 4.805 0.309 -1.663
H 5.962 0.093 -3.861
H 3.663 0.645 -4.381
H 3.057 -0.933 -3.811
C -0.680 -6.264 0.885
C 0.536 -5.416 0.573
C 1.599 -5.479 1.627
O 2.272 -4.245 1.451
C 1.345 -3.375 0.945
O 1.509 -2.172 0.849
O 0.209 -4.036 0.564
H -1.083 -6.030 1.877
H -1.481 -6.063 0.167
H -0.434 -7.329 0.851
H 0.931 -5.674 -0.417
H 2.284 -6.320 1.483
H 1.201 -5.511 2.648
C -9.532 1.142 0.683
C -9.692 0.662 2.111
C -10.875 -0.235 2.315
O -11.160 -0.048 3.690
C -10.734 1.215 4.000
O -10.991 1.794 5.040
O -9.983 1.741 2.984
H -10.455 1.604 0.315
H -8.753 1.908 0.622
H -9.267 0.314 0.018
H -8.763 0.192 2.457
H -10.648 -1.283 2.103
H -11.756 0.066 1.737
C 8.992 -1.431 1.765
C 8.833 -0.549 0.544
C 9.762 0.626 0.526
O 9.062 1.552 -0.285
C 7.733 1.267 -0.129
O 6.824 1.977 -0.520
O 7.561 0.078 0.528
H 8.918 -0.846 2.689
H 8.193 -2.179 1.804
H 9.957 -1.946 1.754
H 8.922 -1.150 -0.370
H 10.736 0.385 0.091
H 9.913 1.079 1.513
*
```

Results
LUMO level (eV): 1.800
Frontier orbital gap (eV): 2.156
Max |F| (eV/A): 5.9

---

Entry 4:
The ion C5H11INO with charge +1 at a distorted geometry, computed with wB97M-V/def2-TZVPD.

Structure (ORCA input):
```
! wB97M-V def2-TZVPD RIJCOSX def2/J DEFGRID3
* xyz 1 1
C -1.385 -1.241 0.164
C -0.262 -0.504 -0.552
C 0.955 -1.555 -0.939
O 2.081 -1.404 -0.603
I 0.256 -3.409 -1.913
N 0.357 0.469 0.391
C 1.473 1.297 -0.174
C -0.793 1.373 0.829
H -1.093 -1.384 1.257
H -1.454 -2.273 -0.186
H -2.426 -0.835 -0.051
H -0.580 -0.064 -1.423
H 0.693 -0.067 1.260
H 2.106 1.777 0.570
H 2.042 0.838 -0.994
H 0.988 2.098 -0.653
H -1.716 0.888 1.015
H -0.621 1.731 1.855
H -0.621 2.265 0.147
*
```

Results
LUMO level (eV): -3.388
Frontier orbital gap (eV): 9.953
SMILES string: C[C@H](C(=O)I)[NH+](C)C
Max |F| (eV/A): 4.4
ΔE to the lowest compared entry with this formula, charge and spin (kJ/mol): 115.6

---

| no. | HOMO (eV) | calculated total energy (eV) |
| --- | --- | --- |
| 1 | -14.15 | -124243.466 |
| 2 | -12.49 | -18961.195 |
| 3 | -0.36 | -73242.062 |
| 4 | -13.34 | -16993.381 |